The following is a DFT calculation (ωB97M-V with the def2-TZVPD basis set) of a molecular structure, C48H47AsBrCl2N6O3PRbS at a distorted geometry.

Structure (ORCA input):
```
! RIJCOSX wB97M-V def2-TZVPD def2/J DEFGRID3
* xyz -1 1
Rb -1.1026 0.9253 -0.1697
Br -5.5342 1.1683 1.0464
As -2.6240 0.9934 -6.0632
Cl -0.8336 2.9020 -2.6906
Cl 2.0777 2.9156 -3.1553
S -3.7438 0.6135 -4.3577
P 0.5436 1.7459 2.6512
O 0.0893 3.0212 0.5311
O -7.1379 -2.4807 -2.2679
O -1.8250 4.1455 0.2348
N 1.7873 -0.6500 -2.4512
N -1.2866 -2.5398 1.9189
N 0.8036 -1.8939 -0.0047
N 0.4727 -0.3845 -2.3689
N -3.9839 -0.4539 -0.5400
N -1.7230 -1.3229 1.5481
C 4.9759 2.7964 1.7099
C -6.0711 -1.8396 -1.7152
C 2.6106 -0.8688 -1.2901
C -1.4584 -2.7497 3.2476
C -0.7050 -3.4985 1.0222
C 2.7780 2.1237 0.9937
C 3.9346 -0.4689 -1.3934
C -1.0509 2.0920 -5.9408
C 4.8789 -0.7899 -0.4322
C -3.6374 1.8689 -7.4433
C -0.1869 0.9318 5.3070
C 4.0862 2.4829 0.6924
C -0.1449 5.2013 4.8982
C -0.6668 4.2615 2.3421
C 2.1894 -0.7956 -3.7370
C -0.1533 0.0584 6.3895
C 0.6959 3.7289 -2.3565
C 4.5492 2.7450 3.0330
C 0.0189 3.4335 3.2477
C -2.1794 -0.7664 2.6621
C 1.6266 -0.2506 4.2940
C -0.6069 -5.8612 0.4471
C -1.2095 -4.7891 1.0913
C 1.0540 -4.2889 -0.3728
C 1.6554 -1.1314 5.3660
C 0.4242 -3.1631 0.2272
C -2.0485 -1.6285 3.7679
C 2.3297 2.0969 2.3116
C -6.3338 -0.8578 -0.7776
C 1.0907 -0.5962 -4.5354
C 3.1100 -1.9196 0.7806
C 2.1200 -1.5898 -0.1730
C 4.4335 -1.5360 0.6574
C -5.2356 -0.2092 -0.2360
C -3.7558 -1.4184 -1.4377
C -1.1171 5.5161 2.7279
C -0.8494 5.9955 4.0027
C 0.7162 0.8099 4.2487
C 0.2728 3.9298 4.5252
C 3.2354 2.4062 3.3254
C -1.1620 -7.2604 0.5531
C -4.7589 -2.1377 -2.0520
C 6.3116 -0.3443 -0.5659
C 0.7705 -0.9756 6.4257
C -0.8486 3.8001 0.9083
C 0.0467 -0.3433 -3.6220
C 0.5559 -5.5741 -0.2688
C -1.9423 -0.6035 -6.8951
H 1.0547 -0.6414 -5.6119
H 1.0769 -6.3823 -0.7754
H -7.3457 -0.6105 -0.4940
H 3.2080 -1.0520 -3.9743
H -1.7318 -0.4195 -7.9485
H -2.7136 -1.6276 -1.6590
H -1.6690 6.1054 2.0051
H -0.9339 1.7170 5.2890
H 6.7844 -0.7524 -1.4638
H -0.6999 -7.9170 -0.1873
H 6.3952 0.7455 -0.6200
H -4.5216 -2.8974 -2.7869
H -1.0015 -0.1516 -3.8084
H -1.1806 6.9848 4.2963
H 0.8424 3.7012 -1.2813
H 5.1391 -1.8054 1.4378
H 5.9972 3.0745 1.4767
H 2.3167 -0.3968 3.4688
H 2.3698 -1.9458 5.3710
H 5.2362 2.9790 3.8375
H -2.3077 -1.4406 4.7956
H -0.6127 2.1337 -6.9390
H -2.6812 -1.3914 -6.7825
H -0.3450 1.6617 -5.2309
H -1.3283 3.0876 -5.6032
H 6.8977 -0.6725 0.2941
H 4.4022 2.5135 -0.3430
H -0.9838 -7.7067 1.5366
H -4.5106 1.2646 -7.6765
H -3.0237 2.0173 -8.3321
H 0.7988 3.3183 5.2490
H 0.6252 4.7339 -2.7492
H -3.9616 2.8296 -7.0492
H -6.8208 -3.0967 -2.9380
H -1.1288 -3.6673 3.7051
H -2.2414 -7.2814 0.3826
H 2.7835 -2.4905 1.6432
H 2.0967 1.8781 0.1899
H -0.8598 0.1836 7.2026
H 0.0778 5.5690 5.8936
H 0.7931 -1.6618 7.2638
H 4.2318 0.1164 -2.2600
H 1.9473 -4.1011 -0.9580
H -1.0265 -0.8926 -6.3817
H 2.9129 2.3787 4.3610
H -2.0980 -4.9532 1.6956
H -2.5878 0.2341 2.6373
*
```

Results
relative energy (zero: lowest compared OMol25 entry of this formula, charge and spin) = 1.380 eV
gap between HOMO and LUMO = 5.46 eV
max |F| = 1.5 eV/A

Atom charges from the Löwdin analysis, given in e for atoms 1 to 5: number 1, Rb, carries 0.69; number 2, Br, carries 0.75; number 3, As, carries 0.59; number 4, Cl, carries 0.55; number 5, Cl, carries 0.52

=====

The following is a DFT calculation (ωB97M-V with the def2-TZVPD basis set) of a molecular structure, C48H47BrN2O2SbV.

Structure (ORCA input):
```
! RIJCOSX wB97M-V def2-TZVPD def2/J DEFGRID3
* xyz 3 2
Sb 2.7913 0.0207 1.0223
Br 0.1708 -0.0400 3.2473
V 0.0368 0.1041 0.6626
O 0.4502 0.0142 -1.1146
O -4.9811 3.5024 -0.5269
N -5.4915 1.9758 1.0816
N -1.0706 1.7955 0.7775
C 2.8180 -4.2659 0.2278
C 5.0755 -3.4903 -0.0978
C 2.4190 -2.9765 0.5503
C 4.6831 -2.1978 0.2177
C -0.2308 0.6600 -3.8941
C 3.3525 -1.9422 0.5490
C -2.5967 4.0552 1.1694
C -6.9859 1.0216 -0.6602
C 0.0572 0.2487 -7.6372
C -5.1723 1.3204 2.3458
C 4.5734 1.0617 5.4207
C -6.8761 1.8855 0.5845
C 3.1191 2.0035 -1.3313
C -3.2046 2.8554 0.8123
C -1.1284 -1.4358 0.9318
C -2.4078 1.7439 0.6303
C 0.6712 -0.3777 -3.4457
C -2.8396 -3.5703 3.5165
C 5.1878 3.0782 -1.9226
C 1.1618 -0.9606 -5.7447
C 4.2285 -0.5131 3.6356
C -1.5352 -1.9826 2.1871
C 4.1440 -4.5213 -0.0940
C 5.1171 1.5832 -0.0420
C 0.9405 -0.6439 -2.1213
C 2.3281 -2.2776 -3.9987
C -1.6848 -1.9875 -0.2235
C 4.7495 -0.2063 4.8858
C -1.2212 4.0965 1.3631
C -2.6044 -3.0423 -0.1685
C 3.8345 2.8668 -2.1482
C 3.5387 0.4644 2.9237
C 3.7636 1.3484 -0.2842
C 0.2869 0.0428 -6.1838
C -4.6678 2.8107 0.4230
C -2.3320 -3.0474 4.6752
C -0.4878 2.9522 1.1348
C 1.3681 -1.1996 -4.4117
C -0.9961 1.5369 -2.9490
C -0.3938 0.8340 -5.2404
C 5.8276 2.4399 -0.8686
C -5.1142 -0.1969 2.2461
C 3.3644 1.7401 3.4601
C -2.4570 -3.0550 2.2545
C 3.8806 2.0356 4.7104
C -1.4141 -1.9784 4.6338
C -1.0634 -1.4910 3.4105
C -2.9763 -3.5706 1.0441
H -4.2329 1.7208 2.7273
H 2.0609 1.8639 -1.5137
H -1.4270 -1.6000 -1.2023
H -4.3390 -0.5310 1.5504
H -7.4786 1.4840 1.3989
H 4.3624 -1.5089 3.2289
H 2.6329 -2.8538 -4.8684
H -6.0641 -0.6057 1.9017
H -8.0187 0.9871 -1.0044
H -0.3335 1.2397 -7.8556
H 0.9627 0.0689 -8.2146
H -1.0109 -1.5666 5.5492
H -6.3806 1.4352 -1.4663
H -0.6855 -0.4830 -7.9743
H 4.4550 -5.5279 -0.3389
H 2.0972 -5.0727 0.2382
H -1.6852 0.9458 -2.3390
H -0.7210 5.0074 1.6591
H -7.2257 2.8970 0.3809
H 5.7435 3.7523 -2.5602
H -2.8302 0.7877 0.3504
H 3.3347 3.3830 -2.9572
H 1.8995 -2.9751 -3.2784
H 2.8556 2.5189 2.8993
H -5.9352 1.6102 3.0718
H 1.6267 -1.4392 -1.8349
H -6.6643 -0.0018 -0.4591
H -3.0158 -3.4415 -1.0854
H 1.6803 -1.5585 -6.4833
H 3.7558 3.0252 5.1285
H 4.9831 1.2966 6.3938
H 3.2295 -1.8439 -3.5583
H 5.4198 -1.4026 0.2001
H -4.9056 -0.6272 3.2270
H -0.3346 2.0705 -2.2653
H 5.6239 1.1193 0.7973
H -3.5442 -4.3913 3.5523
H -1.5808 2.2657 -3.5049
H 1.3824 -2.7953 0.8221
H 6.8781 2.6173 -0.6823
H 6.1089 -3.6921 -0.3451
H 0.5926 2.9410 1.2424
H 5.2958 -0.9580 5.4392
H -3.2030 4.9450 1.2855
H -3.6814 -4.3917 1.0890
H -2.6282 -3.4481 5.6345
H -1.0615 1.6055 -5.6021
*
```

Results
gap between HOMO and LUMO (alpha / beta) = 5.43 / 6.34 eV
max |F| = 0.4 eV/A

Atom charges from the Löwdin analysis, given in e for atoms 1 to 5: number 1, Sb, carries 1.60; number 2, Br, carries 1.01; number 3, V, carries 0.64; number 4, O, carries -0.26; number 5, O, carries 0.11